[1]
ORCA calculation (ωB97M-V/def2-TZVPD) on a structure of composition C34H39N5O3P2SZn in a non-equilibrium geometry.

The geometry in XYZ format:
```
85
C34H39N5O3P2SZn, DFT ωB97M-V/def2-TZVPD
H -1.23887 3.52126 -7.90431
C 4.43963 2.32606 -1.13741
H -2.42197 2.91886 -5.95781
C 4.67853 -2.66394 2.11879
H -5.22077 -3.14664 0.35729
C 0.57723 3.15416 -6.82241
H 2.16673 2.61476 -5.42541
C -2.52137 2.05386 -2.16801
H -1.92427 -1.01794 9.35479
C -4.30007 -2.69744 0.73809
C 0.37973 -0.09574 -6.75301
H -3.84497 -2.50244 8.81059
C 1.39963 2.15586 -6.05051
O -0.54967 -0.51574 3.69449
H 2.02873 0.31346 -5.35271
H 4.15593 -0.52834 2.63819
H 2.70343 -2.94154 -0.56581
C -2.45447 2.88106 -0.99951
C -3.22267 -2.10914 8.01759
C -0.13947 -1.48384 -0.68191
H -1.81987 -2.00914 2.88269
C 1.21933 -0.82514 -0.97471
C -3.68557 -2.94874 2.00909
H 1.90133 -1.49284 -1.53381
C -2.69697 -1.92074 5.64539
C -2.56457 -2.14744 2.09719
C -2.14467 -1.27604 8.32709
H 1.18623 3.55956 -7.64571
C -1.61107 -1.09124 5.95869
H 2.07073 2.64256 1.21379
H 2.75293 1.16406 3.17469
H -0.71637 -1.65894 -1.60801
P -1.07297 -0.44064 0.54419
C 1.81293 0.80926 3.64529
H 4.35083 0.07446 -1.31391
C -3.53337 -1.75554 0.07919
C 3.29853 -2.70144 0.31649
C 2.82143 2.40616 0.45609
H 5.22143 2.62326 -1.84061
C 4.02403 1.03076 -0.90171
H 2.04903 -0.08534 4.25909
H -2.56027 0.82106 -5.00921
C -3.49997 -2.42844 6.67999
Zn 0.39313 0.24736 2.18929
C -2.05887 0.79926 -1.82151
C -1.79287 0.95766 -5.77221
H -0.77697 -0.75134 -5.05141
H 0.38443 4.00786 -6.15751
H -0.60347 1.91476 -8.16541
H -1.94537 -0.10514 -2.41851
O 1.46683 -0.17214 7.74339
S 0.02513 0.29576 7.49299
H -3.66557 -1.26764 -0.88701
H -2.86597 2.35206 -3.16201
H 4.47193 -4.50004 0.81199
C -0.62077 -0.42214 5.07489
H -0.01627 -2.46254 -0.17811
H 1.42683 1.60476 4.30869
H -4.04117 -3.63124 2.78449
C 3.67913 3.19346 -0.28401
H 0.84553 -1.08484 -6.83511
N 3.03413 1.07346 0.08589
C 4.18893 -3.47094 1.04069
H -2.73727 3.93436 -0.92621
C -0.77297 2.66926 -7.39511
H -4.34047 -3.06814 6.44539
C 4.07003 -1.42714 2.02559
C -1.95157 2.11016 0.02909
H 3.76463 4.27996 -0.21411
H 0.20973 0.24236 -7.77671
C 1.32923 0.81976 -6.01821
N 3.23923 -1.43554 0.90379
H 5.41163 -2.95594 2.87349
C -1.36077 -0.78034 7.28739
C -1.72237 2.17116 -6.33211
H -1.57927 -1.00584 -6.58441
H -2.95067 -2.18124 4.64489
N -2.46797 -1.40884 0.91339
C -0.97017 -0.27864 -6.02471
O -0.05197 1.82636 7.58909
N 0.20173 0.29586 5.74969
P 2.00983 -0.22404 0.61189
N -1.70417 0.82556 -0.46791
H 1.07883 0.09276 -1.57901
H -1.72767 2.33396 1.07339
```

The value obtained for the largest force on an atom is 10.36 eV/Å. The calculation puts the relative energy (zero: lowest compared OMol25 entry of this formula, charge and spin) at 0.0 kcal per mole. As for the charge: 0.

Results of the Löwdin charge analysis, in e, for atoms 1 through 2:
1. H 0.11
2. C -0.09


[2]
ORCA calculation (ωB97M-V/def2-TZVPD) on a structure of composition C34H39N6O3PRuS in a non-equilibrium geometry.

The geometry in XYZ format:
```
85
C34H39N6O3PRuS, DFT ωB97M-V/def2-TZVPD
C -0.37623 -4.16892 -1.14369
H -2.81684 2.91243 -0.34662
H -6.30533 -0.86544 2.70479
C -2.60886 3.41582 -2.46721
C -1.02372 -6.79356 -1.93163
C 1.93846 3.30079 -1.07058
C -2.69208 1.51454 1.92821
H -0.11860 1.23937 -2.83205
C 0.06717 -2.64528 3.21286
H -0.04111 -3.55676 2.64617
H -1.40218 3.93290 -0.72317
H 0.38105 -1.51341 6.37041
H 4.85681 3.56724 -2.68854
C -5.45757 -1.08397 2.07340
C -3.26444 -1.64281 0.38095
S -4.19937 1.36644 2.71761
H -0.05123 -5.03052 0.79780
H 1.36129 3.17919 -1.98986
C -4.39448 -0.19476 1.96788
H 3.75506 1.33957 1.58342
H -0.73209 3.48411 -3.53959
C -0.61177 -3.42431 -3.47088
H 5.58928 1.19371 -0.04709
H 3.43385 4.83487 0.41542
N -0.02151 -1.39977 1.13161
C 0.35066 -0.26898 4.63217
H -4.32408 -3.43630 -0.08434
C 3.34433 0.88908 -1.36615
H 6.12930 2.66981 -0.88816
N -2.32361 0.51112 1.16943
C -0.10299 -2.80896 -0.75384
H 2.85631 0.60397 -2.30092
H -6.21441 -2.96013 1.40280
H 3.36115 2.75765 -3.18615
C -0.33737 -5.22862 -0.22317
C 0.14940 -2.67649 4.58286
C 5.25295 2.10913 -0.54252
H -2.45300 -1.82154 -0.31847
C 0.25138 -0.21523 3.24710
H -0.05575 -1.40271 -3.89860
H -1.83736 0.72879 -2.78377
C -0.63468 -6.52596 -0.62112
Ru -0.40405 0.31378 0.14170
H -3.57653 2.93330 -2.59781
H -0.84590 -3.66303 -4.50115
H -1.98067 2.54821 -4.37500
H 0.47611 0.63000 5.21522
H -2.09063 2.40041 2.03482
N 3.23146 3.83392 -1.39074
H 1.32777 2.29308 3.77788
H 2.87933 2.85664 1.80483
C -1.56959 2.80030 -3.40213
C 3.36477 2.21976 1.06039
C 4.01494 4.21392 -0.27389
O -1.18547 1.95108 -1.22475
O 0.52263 -0.64171 -1.50686
H 4.89141 4.77984 -0.60916
H -2.73374 4.48215 -2.63022
C -1.08162 -5.76214 -2.86038
H 3.75195 -0.01853 -0.90975
C 0.09888 -1.42290 2.51022
H -1.29425 -7.79871 -2.22002
H -0.57267 -7.33047 0.09804
H 5.14419 3.25453 1.20696
C -1.14310 1.56663 -2.61843
N 0.00533 -2.50823 0.52249
P 2.06932 1.63780 -0.19241
C 0.29817 -1.48833 5.29519
C 0.38704 2.18424 3.22900
H -0.43965 2.28241 3.93767
H -1.41608 -5.95958 -3.87084
C 0.08869 -1.79620 -1.80662
H 1.40411 4.00272 -0.42326
C 3.98277 3.01677 -2.32865
C -5.39985 -2.25648 1.33705
C -4.32100 -2.52781 0.49465
N 4.49695 2.96799 0.46146
C -3.28239 -0.47405 1.14657
C -0.18711 -2.16587 -3.14551
C -0.70605 -4.45297 -2.50020
O 0.33238 0.94531 2.52179
H 0.31667 2.96005 2.46622
N 4.40813 1.81238 -1.63964
C -2.03417 3.11345 -1.08392
H 0.09372 -3.61973 5.10242
```

The calculation puts the energy at -73638.4645 eV. The value obtained for the largest force on an atom is 3.65 eV/Å. As for the charge: +4.

Results of the Löwdin charge analysis, in e, for atoms 1 through 2:
1. C -0.08
2. H 0.11


[3]
ORCA calculation (ωB97M-V/def2-TZVPD) on a structure of composition C34H40BFeIN6S8 in a non-equilibrium geometry.

The geometry in XYZ format:
```
91
C34H40BFeIN6S8, DFT ωB97M-V/def2-TZVPD
B -1.40405 2.70270 0.78403
H 2.07682 0.80532 4.61635
C -3.16968 2.40103 -0.99164
H -4.13224 -0.65391 -3.48942
H 4.72044 2.82969 -2.61870
H -3.35274 2.06422 2.52589
N 1.63974 3.24653 -1.29061
H -1.96541 3.75260 0.97358
C 0.75904 -2.41451 -1.34213
C 0.46337 2.57469 -1.09681
C 0.34059 -1.21075 4.23023
C 3.61347 -0.46840 1.03163
C 1.42715 -1.54312 -2.17800
H -6.06712 -0.35573 -0.29860
H 0.91114 -1.88568 4.86180
C -3.90583 1.43284 -1.56947
C 1.84606 -1.89928 -3.46738
N -3.56180 0.23126 -0.98780
S 2.19467 0.22284 0.42401
H 2.37278 -1.16681 -4.06725
H -0.95966 -6.68173 -0.97606
H 3.99651 2.10926 -1.18138
S 2.44106 -2.81415 1.80857
C -3.86784 -1.41491 -2.75911
H 2.69894 5.44474 -2.23664
C 6.14676 -0.70050 1.71086
H -4.62050 1.51894 -2.35971
S 1.41335 1.75503 2.51082
C -4.01306 -2.15710 -0.38582
H -1.66381 -0.78917 5.97569
S 7.74848 -0.46251 1.97255
S -0.26315 1.48201 -2.13583
C -0.06134 -6.29079 -2.89665
H -2.79361 -1.57503 -2.80535
C -0.44764 -5.95721 -1.58929
C 1.34714 0.77723 5.41781
H -6.34585 -1.60166 -1.51292
N -2.35333 1.82540 -0.06216
S 5.11020 0.46660 0.95483
C -0.17330 -4.70641 -1.11377
H 1.90966 -3.43758 -4.95186
C 2.32327 2.26115 -3.48912
H 0.88426 -5.60817 -4.68047
H 1.62824 -0.53422 -1.84466
H 4.38318 3.82718 -1.21233
H -4.36871 -2.34300 -3.02228
H -2.99638 -2.52119 -0.48626
C 0.76188 3.93436 0.60949
C 1.58142 -3.14645 -3.96068
C 0.58524 -5.36933 -3.66857
H 1.62215 4.84322 -3.50330
S -1.73262 -0.62908 0.85398
H -4.69098 -2.97513 -0.62209
C -5.78682 -0.69625 -1.29293
H 2.34887 1.24840 -3.10126
H 2.67793 4.70495 -0.08898
N -0.69221 0.95212 4.02185
C 3.71223 -1.71115 1.60835
C -2.39103 1.75938 2.88411
H -0.18252 -0.73970 6.90938
C 2.61512 3.27425 -2.38600
H 0.92014 -1.01610 3.32485
H 3.08343 2.35380 -4.26346
C -4.27931 -0.99900 -1.34338
H -4.17116 -1.86088 0.64745
C 2.57369 4.68213 -3.00118
H -3.14095 3.45537 -1.17533
C 1.81429 4.08789 -0.21041
Fe 0.40271 -1.78709 0.63866
C -0.21258 1.54480 2.88452
H 1.76797 0.22276 6.25247
N -0.08096 2.99695 0.07194
H 1.15199 1.79759 5.74003
H 1.34778 2.43441 -3.93528
H -2.69181 0.69062 4.76424
C 0.48866 -3.71315 -1.85325
C -2.56129 0.49330 -0.09726
C -0.79336 -0.18038 6.20484
C 0.05142 0.10278 4.95775
H -0.59218 -1.69511 3.93970
C 4.01385 2.99622 -1.80898
H 0.53769 4.41139 1.54014
N -1.25301 2.03395 2.17950
S 5.31589 -2.16281 2.16859
H -6.07955 0.05857 -2.01671
C 0.88186 -4.08365 -3.17652
C -2.05675 1.08510 4.00355
H 3.37010 4.79269 -3.73247
H -0.27676 -7.27791 -3.28373
I -0.76027 -4.19567 0.93217
H -1.10948 0.74406 6.68504
```

Its spin multiplicity is 6. The calculation puts the energy at -174699.9462 eV. The value obtained for the largest force on an atom is 1.69 eV/Å. As for the charge: -1.

Results of the Löwdin charge analysis, in e, for atoms 1 through 2:
1. B -0.60
2. H 0.01


[4]
ORCA calculation (ωB97M-V/def2-TZVPD) on a structure of composition C34H40CoN4O3P2 in a non-equilibrium geometry.

The geometry in XYZ format:
```
84
C34H40CoN4O3P2, DFT ωB97M-V/def2-TZVPD
C 4.64596 -5.86711 -4.50079
C 0.04202 2.76683 3.84292
O 1.54224 2.35033 -1.07168
H -0.71965 1.33185 -4.21321
H 0.14212 0.45187 -10.60252
H -1.87574 -2.29634 -5.71335
C 7.88562 -0.38765 -6.16990
N 1.06848 -1.35922 -7.98597
H 2.01338 -3.09487 -8.90465
H 3.57978 -0.70938 -6.39659
C 1.71793 -3.11783 -1.84826
H -1.88882 -5.04030 -1.93572
H -1.69917 -2.52197 -2.35944
C -0.20775 1.33365 -3.22630
C 4.35853 -4.63265 -5.08080
C -1.89591 -4.42769 -6.49262
P 4.50954 -1.74856 -4.41398
H 8.47383 0.39458 -6.63915
N -0.03006 -3.12946 -6.46167
C 1.27337 -3.12036 0.62087
C 0.55554 3.48390 1.57768
C 0.34676 1.14307 2.10317
H 1.38097 -2.40939 1.44952
H 0.52765 -4.78030 1.56234
C 0.53871 2.16387 1.13851
H -0.39194 0.36282 -2.70265
H 6.00212 0.63386 -5.49228
N 4.71020 -3.57847 -4.21081
H -0.61488 2.21065 -2.69968
H 0.73601 4.28234 0.85949
C -0.84866 -3.18315 -2.12165
H 0.49095 -1.64614 -2.91178
C 0.53880 -0.28805 -9.92011
C 2.54134 -2.62914 -6.21167
H 0.28377 -1.59102 -1.23006
H 7.06691 -3.44266 -5.13176
C 0.31359 -4.35652 -7.03287
C 2.17994 -3.12594 -0.39414
C 1.20791 -1.51041 -10.25034
Co 1.93107 1.52127 -2.92365
C 0.36293 3.78137 2.93506
H 9.16271 -2.23435 -6.39167
H -0.79722 -6.21039 -7.38825
H -0.65558 -5.89342 -0.10976
H 4.56352 -2.11388 -6.86543
C 3.80079 -1.76340 -6.13856
C 0.46991 -0.21663 -8.53239
C 8.24079 -1.77274 -6.04654
C -0.18307 -4.96403 -0.46306
H -0.75731 -3.64526 1.23527
H 3.89821 -4.48076 -6.05339
H 1.31498 -4.58450 -7.38521
C 5.29752 -4.19972 -3.08463
C 7.18702 -2.40269 -5.38294
H 5.84046 -6.31219 -2.61256
C 0.83076 1.68628 -0.25274
O 0.32935 0.55380 -0.59522
H 0.45384 -0.15894 0.75036
H 2.50986 -2.59827 -2.40236
H 0.08153 0.52839 -7.85954
H 0.44645 4.79992 3.30981
H 2.66027 -3.27974 -7.09484
H -0.22208 0.60533 4.06958
H 3.26714 -3.26087 -0.22376
H 1.44631 -1.87697 -11.24338
O 0.53653 -0.14254 1.77648
C 6.63513 -0.23477 -5.57033
H -0.14001 2.96635 4.89493
C -1.03426 -4.41318 -1.60738
C -0.80147 -5.18255 -7.03474
H 2.40813 -3.25476 -5.31316
C -1.39970 -3.16168 -6.15883
H 1.68783 -4.12067 -2.30604
C 5.32854 -5.58771 -3.26117
P 0.99647 -1.63974 -6.22677
H -2.92057 -4.75125 -6.36878
C 1.50370 -2.15415 -9.05122
H 4.40106 -6.82535 -4.96621
C -0.00342 1.45204 3.42489
C 0.14285 -4.09062 0.79036
C 0.39676 -2.33088 -2.03228
H 0.79031 -5.27623 -0.87738
N 6.19807 -1.46912 -5.04568
H 5.65541 -3.60980 -2.25234
```

Its spin multiplicity is 4. The calculation puts the energy at -104207.0484 eV. The value obtained for the largest force on an atom is 4.34 eV/Å. As for the charge: 0.

Results of the Löwdin charge analysis, in e, for atoms 1 through 2:
1. C -0.08
2. C -0.09